No. 1
# C44H24F5I4N4ORuTe

A molecular structure, C44H24F5I4N4ORuTe (wB97M-V/def2-TZVPD, the Open Molecules 2025 dataset).

Summary:
**Spin multiplicity**: 1
**HOMO level (spin up / spin down)**: -10.75 / -10.75 eV
**Largest force on an atom**: 1.5 eV Å⁻¹
**LUMO (spin up / spin down)**: -0.2062 / -0.2077 hartree
**Charge**: +1

Geometry as XYZ:
```
84
Properties=species:S:1:pos:R:3:forces:R:3
Ru 0.076554 -0.020041 -0.217016 0.1488 0.5955 1.4095
I -8.997200 -0.795942 3.278984 -0.1111 0.0096 0.0214
C -7.119637 -0.726766 2.400768 0.0380 -0.0050 -0.0268
C -6.660786 -1.814394 1.670209 0.0517 0.0124 0.0052
C -5.387536 -1.783650 1.123499 -0.0416 0.0172 -0.0732
C -4.574807 -0.662906 1.285510 0.0000 0.0374 -0.0476
C -5.070184 0.442295 1.978307 -0.0182 -0.0203 0.0804
C -6.331467 0.408409 2.549123 0.0761 -0.0110 -0.0449
C -3.211058 -0.612574 0.722107 -0.0335 -0.0150 0.0651
C -2.333702 -1.629485 0.930269 -0.1876 0.2548 -0.3165
C -2.522543 -2.926652 1.556678 0.0924 -0.1149 0.0590
C -1.437680 -3.683243 1.254073 -0.1204 -0.0894 0.0281
C -0.594716 -2.817723 0.474716 0.1629 -0.0809 -0.1543
C 1.679216 -3.152275 0.686166 -0.1782 0.0039 -0.0402
C 2.053481 -4.515288 1.044377 -0.0142 0.0430 -0.0245
C 2.602477 -4.847452 2.285342 -0.0079 0.0011 0.0777
C 2.907458 -6.162413 2.585647 -0.0130 0.0438 -0.0027
C 2.664194 -7.157781 1.645963 -0.0420 0.0345 0.0063
I 3.083403 -9.131119 2.112290 0.0465 -0.1006 0.0146
C 2.108459 -6.844483 0.410417 -0.0177 0.0748 -0.0132
C 1.792644 -5.530934 0.117082 0.0930 -0.0454 -0.0525
C 2.280594 -1.989336 1.046919 0.1965 0.2442 -0.0936
N 1.841831 -0.686738 0.691925 0.8701 -0.3729 0.0130
C 2.764500 0.146847 1.191547 -0.1844 -0.7761 -0.2289
C 2.907620 1.565865 0.900119 -0.1426 0.5130 -0.2525
C 3.998714 2.277607 1.611238 0.0689 -0.0635 -0.0830
C 4.014079 2.274744 3.005137 -0.0788 0.0839 0.0829
C 5.016342 2.923769 3.706468 -0.0496 -0.0239 -0.0452
C 6.024987 3.579244 3.011273 -0.0234 -0.0292 -0.0285
I 7.539826 4.538676 4.054186 0.0720 0.0491 0.0509
C 6.032289 3.581550 1.623766 -0.0485 -0.0260 -0.0062
C 5.021546 2.932658 0.930328 0.1179 -0.1007 -0.0570
C 2.162898 2.232686 -0.031164 0.4126 -0.0428 0.3621
C 2.401420 3.543898 -0.616213 -0.0560 0.0395 0.0555
C 1.448421 3.731576 -1.546530 -0.0202 0.1199 -0.0565
C 0.549503 2.592563 -1.475135 0.6410 -0.3612 0.8633
N 1.009370 1.707026 -0.587583 -0.5308 0.2482 -1.1929
C -0.776694 2.592871 -2.029002 -0.9402 -0.3619 -0.0963
C -1.825108 1.875109 -1.499096 0.7721 0.4766 -0.3138
C -3.223062 2.071421 -1.747760 -0.5852 -0.2015 0.1001
C -3.884875 1.274222 -0.871149 -0.2826 0.3739 -0.3388
C -2.896659 0.526792 -0.149524 0.6646 -0.0438 -0.0383
N -1.673827 0.898243 -0.524902 -0.6560 -0.4487 -0.4065
C -1.026146 3.539339 -3.141166 0.0520 0.0359 0.0348
C -0.382029 3.310859 -4.354688 0.0036 0.0157 -0.0576
C -0.579866 4.173166 -5.422218 0.0128 -0.0675 0.0617
C -1.398577 5.283296 -5.263227 -0.0033 0.0066 0.0574
I -1.661071 6.602062 -6.844387 -0.0223 0.0634 -0.0891
C -2.033627 5.528865 -4.053072 0.0111 -0.0765 0.0240
C -1.854258 4.648214 -2.996162 0.0336 0.0662 -0.0084
C 3.817549 -0.584295 1.865064 0.0779 0.1886 0.1085
C 3.531306 -1.892210 1.757504 -0.0185 -0.0958 -0.0100
N -1.076926 -1.633130 0.313664 0.0094 -0.1691 0.1911
H -7.294056 -2.677511 1.517631 0.0147 -0.0017 0.0283
H -5.042516 -2.617719 0.525294 -0.0104 0.0154 0.0018
H -4.451939 1.324083 2.099497 -0.0215 0.0031 -0.0150
H -6.699993 1.261107 3.102408 0.0101 -0.0155 0.0127
H -3.382854 -3.230158 2.129437 0.0108 0.0404 0.0194
H -1.238185 -4.708525 1.520858 0.0247 0.0268 -0.0259
H 2.738486 -4.088450 3.043715 -0.0029 -0.0029 -0.0108
H 3.313844 -6.414692 3.555407 -0.0123 -0.0018 -0.0127
H 1.920311 -7.620559 -0.318356 0.0075 0.0042 0.0082
H 1.378068 -5.280785 -0.850642 -0.0258 -0.0128 0.0136
H 3.219560 1.779151 3.551362 0.0371 -0.0278 0.0021
H 5.014781 2.912510 4.787681 -0.0159 0.0299 -0.0085
H 6.828275 4.073087 1.081390 -0.0067 -0.0057 0.0081
H 5.065601 2.893611 -0.150895 -0.0303 0.0121 0.0127
H 3.186043 4.227687 -0.344195 0.0148 -0.0321 0.0057
H 1.317131 4.584185 -2.193124 -0.0195 -0.0087 0.0209
H -3.645604 2.722063 -2.495036 0.0054 0.0007 0.0445
H -4.951552 1.154237 -0.769940 0.0378 0.0167 0.0007
H 0.249953 2.437865 -4.473958 -0.0078 0.0198 -0.0052
H -0.099143 3.977436 -6.370881 0.0009 0.0118 0.0151
H -2.661392 6.400820 -3.931692 -0.0003 -0.0100 -0.0043
H -2.336309 4.844300 -2.045706 0.0080 -0.0072 -0.0163
H 4.696527 -0.146308 2.306895 -0.0214 -0.0082 -0.0345
H 4.147516 -2.719218 2.066844 -0.0364 0.0121 0.0192
F -2.270808 -0.946074 -2.560365 -0.4373 0.0596 0.1670
Te -0.862501 -2.243324 -2.915812 0.0623 0.5734 -0.1185
F -0.660242 -1.149429 -4.395584 0.1660 0.2155 -0.0980
F 0.722023 -3.035300 -3.627862 0.3645 -0.3511 -0.1161
F 0.424244 -0.609774 -2.132408 -0.1325 0.1420 0.3898
F -2.007999 -3.228939 -4.017465 -0.2600 -0.4064 -0.1555
O 0.586122 -3.078447 -0.145205 -0.0211 -0.2004 0.2788
```
Forces are in eV/Å.

Atom charges from the Löwdin analysis, given in e for atoms 1 to 4:
1 Ru 1.28
2 I 0.93
3 C -0.74
4 C -0.13

=====

No. 2
# C16H21Cl3OPt

A molecular structure, C16H21Cl3OPt (wB97M-V/def2-TZVPD, the Open Molecules 2025 dataset).

Summary:
**Spin multiplicity**: 5
**HOMO level (spin up / spin down)**: 1.45 / -0.90 eV
**Largest force on an atom**: 3.8 eV Å⁻¹
**LUMO (spin up / spin down)**: 0.1892 / 0.1658 hartree
**Charge**: -2

Geometry as XYZ:
```
42
Properties=species:S:1:pos:R:3:forces:R:3
C -0.827717 0.736925 -1.453135 1.8842 -1.0152 -0.9051
C -0.953588 -0.560706 -2.141911 -0.1526 1.7451 0.9311
C 0.318570 -1.093393 -2.333237 2.8008 1.6800 0.2322
C -2.214239 -1.137662 -2.648022 -0.4030 -0.0809 -0.1754
C 1.303773 -0.092574 -1.957772 -1.6304 -3.1297 -1.4140
C 0.624412 1.036479 -1.498282 -2.5535 -0.0877 0.1579
C 1.229557 2.336398 -1.204537 0.2068 0.7384 0.2862
C -1.824262 1.806241 -1.689405 -0.4817 0.3411 0.2183
C 0.605538 -2.458245 -2.823143 0.0270 -0.3376 -0.1295
C 2.765143 -0.288246 -2.010022 0.3484 -0.1017 0.0045
Pt -1.001195 -0.155660 0.753385 -0.2411 -0.0169 -0.6949
Cl -1.927015 -2.250942 0.474557 -1.2564 -2.1165 -0.3437
Cl -3.284192 0.517002 0.947411 -1.7889 0.8641 0.2236
Cl 0.960077 -1.626591 0.526163 2.0395 -0.9678 -0.5906
H -3.053650 -0.458749 -2.458550 0.1270 -0.2479 0.0495
H -2.442469 -2.116079 -2.193563 0.1478 0.3759 -0.1002
H -2.109538 -1.265623 -3.736498 -0.1272 -0.0932 0.0599
H -0.130323 -3.176518 -2.435501 0.1809 0.1569 -0.0343
H 1.600723 -2.783183 -2.509563 -0.0927 -0.0170 0.0127
H 0.568020 -2.481155 -3.921934 0.0020 -0.1513 0.0196
H 3.044603 -1.232959 -1.528982 -0.0586 0.1247 0.0301
H 3.271734 0.527745 -1.489656 0.1119 -0.1378 -0.0739
H 3.117058 -0.318862 -3.048375 0.1110 0.0446 0.0288
H 2.249377 2.218492 -0.814038 -0.1835 0.0668 -0.0130
H 0.604912 2.838745 -0.450888 0.2384 -0.1641 -0.1485
H 1.302811 2.968119 -2.105307 -0.0336 -0.1302 -0.0324
H -2.814564 1.489170 -1.342919 0.1950 0.2729 -0.0858
H -1.854175 2.018844 -2.766845 -0.0895 0.1717 -0.0492
H -1.535723 2.707496 -1.142583 -0.1938 -0.1141 -0.0036
O -0.505108 1.880394 0.952480 0.7570 2.0268 0.7414
H 0.063176 1.966641 1.737619 -0.4294 -0.0524 -0.4168
C 0.615084 -0.268515 5.334623 -0.2713 0.1153 -0.0921
C 1.552736 -0.288760 4.293465 -0.2538 0.2558 -0.2464
C 1.124694 -0.124560 2.970136 0.0781 -0.1529 1.1873
C -0.241561 -0.066208 2.694044 0.8018 0.3783 0.2157
C -1.174150 0.020526 3.704816 0.5329 -0.1517 0.9512
C -0.742950 -0.078418 5.040833 0.0949 -0.0191 -0.3712
H 0.944535 -0.360141 6.371435 -0.0841 -0.0396 -0.1783
H 2.615230 -0.434696 4.500213 -0.1679 0.1112 0.0810
H 1.844064 -0.105205 2.157943 -0.1175 -0.0521 0.2048
H -2.207139 0.162091 3.411911 -0.1620 -0.0393 0.3195
H -1.482255 -0.007670 5.833615 0.0871 -0.0528 0.1438
```
Forces are in eV/Å.

Atom charges from the Löwdin analysis, given in e for atoms 1 to 4:
1 C -0.37
2 C -0.26
3 C -0.29
4 C -0.07

=====

In order of appearance, DFT total energy = -109885.4060; -59791.1082 eV.